20
Properties=species:S:1:pos:R:3:forces:R:3 method="wB97M-V/def2-TZVPD" e_tot_ev=-9950.481 relative_energy_kcal_mol=31.5 multiplicity=2 max_force_ev_per_a=3.85 s_squared=0.779
C 1.529 1.668 -0.602 1.8 0.9 -1.5
O 0.877 1.779 0.619 -3.0 -1.9 -1.2
C 1.134 0.473 -1.584 -0.8 3.3 -0.3
C -0.453 0.535 -1.583 1.6 -1.2 -1.0
C -1.044 0.109 -0.297 0.9 -2.0 1.9
N -0.574 -2.503 2.522 -0.7 2.2 -0.3
C -0.950 -1.236 1.862 -1.9 -0.2 2.4
C -0.515 -0.921 0.626 0.6 0.2 -2.4
H 1.357 2.630 -1.183 -0.2 -0.9 0.2
H 2.643 1.709 -0.487 -0.7 -0.4 0.4
H 1.644 -0.475 -1.472 -0.3 -0.2 0.4
H 1.495 0.956 -2.539 -0.4 -1.0 0.6
H -0.839 -0.100 -2.427 0.1 0.7 0.5
H -0.708 1.598 -1.733 -0.1 -0.5 -0.4
H -2.040 0.401 -0.124 -1.1 0.6 0.4
H -0.104 1.326 0.307 2.9 1.6 2.0
H -1.089 -2.548 3.396 0.3 0.0 0.0
H -0.958 -3.243 1.971 0.1 -0.6 -0.5
H -1.744 -0.595 2.514 2.0 -1.3 -1.9
H 0.336 -1.563 0.211 -1.2 0.9 0.7

***

21
Properties=species:S:1:pos:R:3:forces:R:3 method="wB97M-V/def2-TZVPD" e_tot_ev=-11991.778 relative_energy_kcal_mol=58.5 total_charge=+1 max_force_ev_per_a=3.61
C 2.933 0.183 -0.009 0.3 -1.3 -0.4
C 1.681 0.003 -0.415 -0.2 0.3 0.2
C 3.796 -0.956 0.513 0.1 0.8 -0.7
C -2.715 -0.904 -0.863 -0.5 -1.5 -2.0
C -2.955 1.387 -0.171 -1.5 -0.2 0.4
C -1.340 -0.018 0.911 0.7 -2.6 0.2
N -2.262 0.096 0.029 -0.1 2.7 0.7
O 3.595 1.350 -0.177 -3.0 1.3 -1.5
O 0.513 -0.162 -0.623 1.7 0.2 0.0
H 4.421 -0.427 1.231 0.2 -0.6 0.3
H 3.206 -1.695 0.979 -0.6 -0.9 0.8
H 4.434 -1.484 -0.219 -0.3 0.6 0.0
H -3.429 -0.627 -1.705 1.0 0.3 1.6
H -1.909 -1.428 -1.339 0.7 -0.1 -0.1
H -3.179 -1.583 -0.213 -1.1 -1.4 0.4
H -3.753 1.343 -0.941 0.6 -0.4 0.7
H -3.367 1.804 0.748 0.0 -0.3 0.1
H -2.236 2.034 -0.528 1.5 1.6 -0.8
H -0.783 -1.045 1.010 -1.4 2.2 -0.1
H 4.460 1.359 0.134 2.3 -0.5 0.9
H -1.109 0.771 1.649 -0.2 -0.3 -0.8

***

21
Properties=species:S:1:pos:R:3:forces:R:3 method="wB97M-V/def2-TZVPD" e_tot_ev=-11991.977 relative_energy_kcal_mol=53.9 total_charge=+1 max_force_ev_per_a=4.42
C -0.550 -1.716 -2.042 -3.3 -1.7 0.9
C 1.346 -0.458 -1.172 0.6 0.6 2.6
C 0.532 0.562 -0.354 -1.5 0.9 -1.4
C 1.492 1.143 0.606 2.4 -0.7 0.5
C -1.796 0.937 0.353 -0.8 -0.9 0.4
C -0.514 -0.969 1.327 -4.1 1.6 0.6
N -0.674 -0.026 0.164 -0.5 -1.1 0.2
O -1.511 -2.367 -2.106 2.8 1.9 0.0
O 0.505 -1.152 -2.146 -0.3 -1.1 -0.9
H 2.056 -0.050 -1.862 0.6 0.4 0.2
H 1.835 -1.126 -0.353 -0.9 0.3 -2.1
H 0.063 1.400 -0.950 1.3 -0.8 -0.2
H 1.025 1.994 1.123 0.7 -0.4 0.2
H 2.396 1.415 0.005 -0.7 0.7 0.5
H 1.986 0.328 1.246 -1.2 1.3 -0.1
H -1.777 1.581 1.240 0.3 -0.7 0.6
H -1.922 1.711 -0.390 0.5 -0.3 -1.0
H -2.727 0.330 0.342 0.5 0.6 0.3
H -0.332 -0.385 2.241 0.5 -0.3 -0.1
H -1.609 -1.389 1.553 2.4 0.5 -0.7
H 0.175 -1.762 1.176 0.6 -0.6 -0.2

***

22
Properties=species:S:1:pos:R:3:forces:R:3 method="wB97M-V/def2-TZVPD" e_tot_ev=-22829.527 relative_energy_kcal_mol=10.1 total_charge=+1 max_force_ev_per_a=4.14
C -2.644 1.699 0.566 0.3 2.7 -1.5
C 2.783 -1.271 -0.305 2.1 -2.0 -2.9
C 2.045 -1.019 -1.698 1.4 2.6 1.8
C 2.492 -0.141 0.644 1.2 0.1 1.5
C 0.795 -0.320 -1.223 0.5 -0.1 -0.9
C -3.498 0.221 2.312 2.7 1.0 -0.3
N -0.127 0.066 -2.039 -2.3 1.9 2.7
O -1.905 1.030 -0.104 0.5 -1.9 0.0
O -3.448 1.440 1.518 -0.8 -0.1 1.7
S 0.704 0.219 0.370 0.9 -0.5 1.3
H 2.381 -2.321 -0.076 0.8 1.7 0.7
H 3.947 -1.361 -0.550 -2.5 0.1 0.9
H 2.573 -0.270 -2.390 -0.5 -0.9 1.1
H 1.956 -1.925 -2.237 -0.7 -0.8 -0.6
H 2.828 -0.464 1.753 -1.2 1.1 -2.5
H 3.011 0.826 0.306 -0.5 -1.5 0.8
H -3.973 0.488 3.231 -0.3 0.1 0.4
H -2.448 -0.139 2.459 -1.0 0.2 0.1
H -4.022 -0.450 1.734 -1.3 -1.8 -0.9
H -0.833 0.753 -1.604 0.8 -1.4 -1.0
H 0.058 0.159 -2.981 0.2 -0.4 -2.4
H -2.674 2.779 0.316 -0.4 -0.2 0.3

***

22
Properties=species:S:1:pos:R:3:forces:R:3 method="wB97M-V/def2-TZVPD" e_tot_ev=-14042.624 relative_energy_kcal_mol=116.3 multiplicity=2 max_force_ev_per_a=1.10 s_squared=0.757
N -0.344 0.749 -0.332 0.0 0.0 0.0
O -0.347 1.255 -1.461 0.0 -0.4 1.0
O 0.726 0.560 0.257 -0.9 0.2 -0.5
O -1.410 0.432 0.205 0.9 0.3 -0.5
C 3.437 0.873 6.332 0.1 -0.1 0.1
C 2.327 1.532 5.530 -0.3 0.0 0.1
C 2.721 1.790 4.074 0.4 -0.2 0.0
C 1.646 2.456 3.283 0.1 0.3 0.3
C 1.515 3.770 3.178 0.2 -0.5 0.1
C 0.422 4.414 2.411 -0.5 0.5 -0.3
H 3.150 0.709 7.374 0.0 0.0 -0.1
H 3.711 -0.097 5.909 0.0 0.0 0.0
H 4.341 1.487 6.332 0.0 0.0 0.0
H 1.421 0.912 5.556 0.1 0.0 0.0
H 2.033 2.482 5.998 0.1 -0.1 -0.1
H 3.635 2.398 4.039 -0.1 0.0 0.1
H 2.998 0.841 3.596 -0.1 0.0 0.1
H 0.903 1.830 2.819 -0.2 -0.3 -0.2
H 2.243 4.400 3.664 0.2 0.2 0.1
H 0.490 5.506 2.440 0.0 -0.2 0.0
H 0.453 4.109 1.362 0.0 0.1 0.0
H -0.557 4.132 2.808 0.0 0.1 -0.1

***

24
Properties=species:S:1:pos:R:3:forces:R:3 method="wB97M-V/def2-TZVPD" e_tot_ev=-34172.924 relative_energy_kcal_mol=32.5 max_force_ev_per_a=5.87
C -3.224 -1.866 1.293 -0.8 3.4 -1.4
O -1.881 -1.662 1.647 0.9 -0.5 2.0
C -1.025 -0.932 0.975 -0.3 2.4 -2.2
O -1.315 -0.489 -0.143 -0.1 -0.3 0.7
C 0.176 -0.485 1.688 -1.8 -3.8 4.1
C 1.082 0.379 1.299 0.7 0.6 -1.1
C 2.276 0.950 2.044 -3.0 1.0 -0.3
O 1.034 0.850 0.056 -0.3 -0.4 -3.2
P 0.668 -0.116 -1.515 -0.3 0.2 0.3
C -0.543 1.032 -2.440 0.3 -1.4 0.1
N 2.125 0.388 -2.185 -0.6 -1.2 0.3
S 0.528 -2.105 -1.710 0.5 1.8 0.2
H -3.276 -2.582 0.524 -0.4 -0.9 -0.9
H -3.779 -0.879 0.982 1.4 -1.6 0.1
H -3.746 -2.119 2.161 -0.4 -1.0 1.4
H 0.176 -1.002 2.730 0.5 1.3 -1.8
H 3.028 0.818 1.358 2.1 0.2 -1.6
H 2.517 0.322 2.849 0.1 -0.2 1.7
H 2.081 2.054 2.212 0.5 -1.4 0.2
H -0.025 1.991 -2.277 -1.1 0.1 0.2
H -0.365 0.819 -3.524 0.0 -0.2 0.9
H -1.657 0.862 -2.237 1.9 0.7 0.2
H 2.388 1.328 -2.046 0.4 1.0 0.0
H 2.436 -0.069 -3.029 0.0 0.0 0.1